# 1
# H6O3

A 3-piece molecular cluster, H6O3 overall (ωB97M-V/def2-TZVPD, the OMol25 dataset).

```
9
Properties=species:S:1:pos:R:3:mulliken_charge:R:1
O 2.3360 -0.3018 -0.5129 -0.6717
H 2.6706 -1.1162 -0.1179 0.3255
H 2.9058 0.3986 -0.1762 0.3200
O -2.1375 1.0155 1.4240 -0.6459
H -1.6629 0.3909 0.8465 0.3641
H -3.0657 0.7732 1.3513 0.3094
O -0.5825 -0.3643 -0.6276 -0.6658
H 0.3746 -0.5355 -0.6379 0.3589
H -0.8384 -0.2604 -1.5493 0.3056
```

Values from the calculation:
HOMO level = -0.390 Ha
Energy relative to the best compared isomer or geometry (same formula, charge and spin) = 5.7 kcal/mol
Total energy = -6240.004 eV
SMILES = O.O.O
Orbital gap = 11.14 eV



# 2
# H6O3

A 3-piece molecular cluster, H6O3 overall (ωB97M-V/def2-TZVPD, the OMol25 dataset).

```
9
Properties=species:S:1:pos:R:3:mulliken_charge:R:1
O 25.0110 3.3852 8.7275 -0.6838
H 24.1510 3.7212 8.8285 0.3312
H 25.1100 2.8549 9.5222 0.3299
O 22.9573 7.4555 11.5342 -0.6172
H 23.4410 6.6860 11.3320 0.3742
H 22.8743 7.8939 10.7164 0.2945
O 24.5539 5.1676 10.8970 -0.6882
H 24.8957 4.9813 10.0410 0.3674
H 24.9919 4.6402 11.5948 0.2920
```

Values from the calculation:
HOMO level = -0.401 Ha
Energy relative to the best compared isomer or geometry (same formula, charge and spin) = 13.2 kcal/mol
Total energy = -6239.681 eV
SMILES = O.O.O
Orbital gap = 11.34 eV



# 3
# H6O3

A 3-piece molecular cluster, H6O3 overall (ωB97M-V/def2-TZVPD, the OMol25 dataset).

```
9
Properties=species:S:1:pos:R:3:mulliken_charge:R:1
O -1.3996 -0.9472 0.2369 -0.6814
H -1.2516 -0.3802 -0.5031 0.3391
H -0.8666 -0.6402 0.9979 0.3895
O 0.6194 0.0518 1.7509 -0.6707
H 1.2524 0.6058 1.3679 0.2772
H 0.7424 -0.8582 1.4419 0.3573
O -0.0376 0.8388 -1.6681 -0.6623
H 0.1504 0.2568 -2.4151 0.3383
H 0.7904 1.0728 -1.2091 0.3130
```

Values from the calculation:
HOMO level = -0.391 Ha
Energy relative to the best compared isomer or geometry (same formula, charge and spin) = 16.2 kcal/mol
Total energy = -6239.551 eV
SMILES = O.O.O
Orbital gap = 10.91 eV



# 4
# H6O3

A 3-piece molecular cluster, H6O3 overall (ωB97M-V/def2-TZVPD, the OMol25 dataset).

```
9
Properties=species:S:1:pos:R:3:mulliken_charge:R:1
O -20.9756 -48.4225 15.4126 -0.6529
H -20.4814 -49.2143 15.4122 0.3153
H -21.7838 -48.8129 15.6287 0.3190
O -20.7275 -46.6524 17.9334 -0.6211
H -19.8397 -46.9899 18.3501 0.3246
H -20.6824 -47.2860 17.2756 0.3108
O -22.8185 -44.4559 17.3899 -0.6177
H -22.1103 -44.9779 17.3428 0.3084
H -22.9693 -44.2138 18.3198 0.3134
```

Values from the calculation:
HOMO level = -0.402 Ha
Energy relative to the best compared isomer or geometry (same formula, charge and spin) = 23.4 kcal/mol
Total energy = -6239.240 eV
SMILES = O.O.O
Orbital gap = 11.40 eV



# 5
# H6O3

A 3-piece molecular cluster, H6O3 overall (ωB97M-V/def2-TZVPD, the OMol25 dataset).

```
9
Properties=species:S:1:pos:R:3:mulliken_charge:R:1
O 1.7280 0.0429 -0.1959 -0.7011
H 2.3816 -0.3286 0.4182 0.3076
H 1.0522 -0.6265 -0.3859 0.3836
O -0.9742 1.2466 -0.1761 -0.6794
H -0.0272 1.1198 -0.2256 0.3683
H -1.0196 2.0883 0.2701 0.3188
O -0.9213 -1.4280 -0.2279 -0.7122
H -1.0171 -1.6492 0.6901 0.3201
H -1.2024 -0.4653 -0.1669 0.3942
```

Values from the calculation:
HOMO level = -0.417 Ha
Energy relative to the best compared isomer or geometry (same formula, charge and spin) = 4.8 kcal/mol
Total energy = -6240.046 eV
SMILES = O.O.O
Orbital gap = 12.13 eV



# 6
# H6O3

A 3-piece molecular cluster, H6O3 overall (ωB97M-V/def2-TZVPD, the OMol25 dataset).

```
9
Properties=species:S:1:pos:R:3:mulliken_charge:R:1
O -0.4786 -2.0538 -0.1185 -0.7398
H -0.3082 -2.3519 0.8172 0.3640
H 0.2848 -2.4753 -0.5500 0.3691
O 1.0565 2.1297 1.2610 -0.2540
H 0.2779 2.5795 1.0756 0.3902
H 1.0387 1.2995 0.8389 0.3829
O -0.3983 0.5188 -1.0616 -0.3344
H -1.0796 0.6920 -1.6174 0.3681
H -0.3931 -0.3386 -0.6451 0.4540
```

Values from the calculation:
Expectation value of S² = 0.757
HOMO level (alpha / beta) = -0.623 / -0.607 Ha
Energy relative to the best compared isomer or geometry (same formula, charge and spin) = 23.1 kcal/mol
Total energy = -6227.990 eV
Orbital gap (alpha / beta) = 13.02 / 4.45 eV
Charge = +1
Spin multiplicity = 2



# 7
# H6O4Si2

One molecule with the formula H6O4Si2 (ωB97M-V/def2-TZVPD, the OMol25 dataset).

```
12
Properties=species:S:1:pos:R:3:mulliken_charge:R:1
O 2.5497 -1.0353 -0.1818 -0.4522
Si 1.7022 0.3774 -0.3088 0.3220
Si -0.8627 -0.0050 -0.0956 0.5315
O -1.4961 0.7414 1.2347 -0.4889
O -1.3368 -1.5776 -0.0074 -0.4711
O -1.7650 0.5786 -1.3523 -0.4703
H 3.1685 -1.0956 0.5552 0.3229
H 2.0370 1.1182 1.1212 -0.0935
H 2.2706 1.1412 -1.3989 -0.1035
H -1.8166 0.2225 1.9126 0.3112
H -2.1712 -1.7454 -0.3262 0.2987
H -2.2796 1.2795 -1.1527 0.2933
```

Values from the calculation:
HOMO level = -0.359 Ha
Energy relative to the best compared isomer or geometry (same formula, charge and spin) = 38.2 kcal/mol
Total energy = -24046.267 eV
SMILES = O[SiH2][Si](O)(O)O
Orbital gap = 10.23 eV



# 8
# H76O46S2Y

H76O46S2Y as an isolated structure (ωB97M-V/def2-TZVPD, the OMol25 dataset).

```
125
Properties=species:S:1:pos:R:3:mulliken_charge:R:1
Y -0.4825 -1.8229 -0.7862 1.4197
S -2.2608 -4.0362 -0.0516 1.4146
O -3.7018 -3.8694 -0.1791 -0.8160
O -1.5588 -3.6776 -1.3640 -0.6664
O -1.6937 -3.0174 0.8870 0.0308
O -1.8965 -5.4170 0.3144 -1.0461
S 1.9212 1.0203 -0.8029 1.1530
O 1.1645 2.0612 -0.0317 0.2396
O 3.2084 0.5822 -0.1302 -0.5737
O 1.0060 -0.1508 -0.7977 0.0176
O 2.2473 1.3820 -2.2144 -1.3102
O 1.1502 5.6207 -1.4461 -0.8560
H 1.9261 6.2341 -1.4269 0.3087
H 1.3077 4.8098 -1.9131 0.4284
O -1.3949 2.2939 -1.5983 -0.7767
H -1.7519 3.1586 -1.2042 0.3111
H -0.6479 2.1043 -0.9942 0.0459
O -2.5749 3.5650 1.8050 -0.4960
H -2.2407 4.2986 1.2388 0.2784
H -1.7848 3.3566 2.3002 0.2572
O 3.4453 7.0957 -1.7391 -0.6982
H 4.0854 6.8274 -1.0359 0.3417
H 3.9214 6.7630 -2.5211 0.3219
O -5.1969 3.3113 1.2405 -0.5969
H -4.6779 3.6297 1.9531 0.2602
H -4.8591 2.4203 1.0179 0.2309
O 2.4737 4.5213 0.5569 -0.7123
H 1.9538 3.6992 0.6288 0.1878
H 1.9084 5.0700 0.0205 0.4057
O 0.9532 -2.6957 -2.4519 -0.5983
H 1.6377 -3.0267 -1.9268 0.1176
H 1.3410 -2.0107 -3.0816 0.4090
O -4.3409 -5.8060 1.9891 -0.7359
H -4.6599 -4.9518 1.6157 0.3362
H -3.5435 -6.0089 1.4546 0.3804
O -6.0872 -1.8852 -1.3244 -0.6519
H -6.7841 -1.2405 -1.1475 0.2914
H -5.4054 -1.7263 -0.6562 0.3036
O 2.5217 1.2822 2.6636 -0.8205
H 2.7701 1.0741 1.7207 0.1775
H 3.2346 1.9358 2.6950 0.4155
O -4.6103 5.7271 -0.4319 -0.6316
H -4.9654 4.9421 0.0557 0.3745
H -5.2112 6.4124 -0.1581 0.2994
O -2.4054 -5.1088 4.0450 -0.7554
H -1.6533 -5.3916 3.5097 0.3025
H -3.1895 -5.4994 3.6180 0.4181
O -3.6169 -2.3919 -3.1486 -0.6330
H -3.4012 -3.1658 -2.6708 0.2451
H -4.4577 -2.1144 -2.7818 0.3046
O -7.6274 4.8371 1.2832 -0.6096
H -8.4494 4.4571 1.1183 0.2954
H -6.9115 4.2211 1.1831 0.3902
O 4.0345 -3.7064 -1.4221 -0.6168
H 4.0243 -2.9002 -0.9196 0.2305
H 4.1350 -3.4523 -2.3229 0.2969
O -0.6264 -0.7890 1.3686 1.6186
H -0.4300 0.0961 1.7917 -0.2997
H -1.2196 -1.2023 1.9945 -0.2653
O -3.7754 -0.3957 4.3627 -0.6639
H -4.1939 -0.8409 5.0931 0.2598
H -3.0913 -1.0394 4.1291 0.3795
O -0.5203 0.7663 -4.5451 -0.7705
H 0.2668 0.3053 -4.8741 0.3066
H -0.1005 1.6037 -4.1929 0.4094
O -1.9063 -2.5620 3.6135 -0.9082
H -2.0488 -3.4634 3.9508 0.5431
H -2.1045 -2.8237 2.6266 0.1158
O 3.1725 -4.3236 2.7459 -0.7722
H 2.3270 -4.8019 2.6498 0.3945
H 2.8701 -3.5564 3.3031 0.3344
O 5.5088 -0.6666 -1.0103 -0.7679
H 5.4372 -1.4615 -0.4577 0.3679
H 4.7207 -0.0639 -0.8101 0.4238
O 4.6114 3.3223 2.2009 -0.7940
H 4.0614 4.0464 1.8156 0.3508
H 4.9861 2.9447 1.3956 0.4134
O 1.8217 -0.7109 -3.8157 -0.6166
H 2.6951 -0.9084 -4.2635 0.4323
H 2.0491 0.0939 -3.2956 0.3418
O 1.2674 -5.4083 -0.3065 -0.6553
H 0.7146 -5.7547 -1.0288 0.3351
H 2.1775 -5.3214 -0.6444 0.2070
O -3.8541 0.4597 1.6473 -0.6313
H -3.9316 0.2240 2.5670 0.2717
H -3.1316 1.1267 1.6963 0.2384
O 4.5092 3.0148 -0.5820 -0.7300
H 4.1565 2.1523 -0.8364 0.0785
H 3.8134 3.6335 -0.2130 0.5625
O -1.5670 5.1310 -0.4571 -0.5818
H -0.7004 5.4073 -1.0219 0.3305
H -2.3195 5.7613 -0.5222 0.2581
O 5.7203 5.5602 -1.2053 -0.6268
H 6.6506 5.7137 -1.4283 0.2671
H 5.6325 4.5540 -1.1819 0.3418
O -0.2224 1.9893 2.5910 -0.6457
H -0.1319 1.5562 3.4146 0.2046
H 0.6331 2.0585 2.1569 0.2598
O 1.8981 -1.5101 3.0838 -0.6055
H 0.9478 -1.4419 3.1352 0.1642
H 2.2553 -0.5957 3.0467 0.3055
O 0.5039 -4.7944 2.3198 -0.8519
H -0.0566 -4.0212 2.4734 0.2563
H 0.1573 -5.1746 1.5227 0.2660
O -2.4701 -0.6229 -0.6004 -0.2105
H -3.0832 -0.5690 0.1374 0.0690
H -2.2843 0.3396 -0.8035 0.0709
O 4.4892 -2.5735 1.0077 -0.7359
H 4.2414 -1.7338 1.4882 0.3262
H 3.9055 -3.2192 1.5657 0.2106
O -1.2257 -0.9535 -2.7579 -0.6710
H -2.1788 -1.2498 -2.8377 0.3260
H -1.1562 -0.1853 -3.3056 0.3294
O -0.7125 -6.6825 -1.6827 -0.8291
H -1.2428 -6.1994 -2.2934 0.3182
H -1.2777 -6.4431 -0.8892 0.3984
O 4.4504 -0.4607 -4.2764 -0.6618
H 4.7446 -0.8998 -3.4822 0.2787
H 5.2586 -0.1360 -4.6349 0.2791
O 1.3369 -2.7911 0.3247 1.5724
H 1.4366 -3.7512 0.2452 -0.4399
H 1.8310 -2.6047 1.1484 -0.1148
O 0.7851 3.3511 -3.1281 -0.8602
H -0.1238 3.0862 -2.8688 0.3828
H 1.3142 2.7687 -2.5943 0.4691
```

Values from the calculation:
HOMO level = -0.308 Ha
Total energy = -118152.137 eV
Orbital gap = 10.12 eV
Charge = -1